(1)
A 6-piece molecular cluster, C16H34N2O4S4 overall, computed with the ωB97M-V functional and the def2-TZVPD basis.

Structure (XYZ):
```
60
C16H34N2O4S4 (the ωB97M-V functional and the def2-TZVPD basis)
C -1.66 0.37 -4.42
S -3.25 -0.62 -4.80
O -2.86 -2.04 -5.23
C -3.80 -0.82 -3.01
H -1.34 0.90 -5.32
H -0.90 -0.26 -3.97
H -1.87 1.03 -3.58
H -4.13 0.18 -2.72
H -3.04 -1.13 -2.29
H -4.68 -1.46 -2.94
C 2.41 3.36 1.19
S 1.57 4.79 2.04
O 1.10 5.62 0.80
C 0.14 3.88 2.62
H 2.38 2.40 1.69
H 3.48 3.50 1.05
H 2.07 3.16 0.18
H -0.42 4.64 3.15
H 0.54 3.03 3.19
H -0.38 3.63 1.70
C 2.28 -2.05 -4.76
S 2.87 -0.30 -4.46
O 3.73 -0.43 -3.22
C 4.15 -0.27 -5.80
H 3.18 -2.66 -4.63
H 1.67 -2.29 -5.63
H 1.80 -2.36 -3.83
H 4.87 0.55 -5.87
H 3.64 -0.20 -6.76
H 4.64 -1.24 -5.86
C -0.25 -2.78 2.34
S -1.33 -4.01 3.17
O -2.61 -3.13 3.55
C -1.57 -5.05 1.60
H 0.58 -2.61 3.03
H -0.86 -1.87 2.36
H 0.03 -2.97 1.31
H -2.16 -5.94 1.80
H -0.64 -5.45 1.19
H -2.16 -4.49 0.87
N -0.85 1.22 5.25
C -1.53 2.25 5.76
C -2.61 2.49 4.92
C -2.65 1.43 4.10
C -1.57 0.60 4.31
H -0.02 0.89 5.71
H -1.05 2.67 6.63
H -3.35 3.28 4.94
H -3.50 1.25 3.44
H -1.42 -0.37 3.86
N 2.12 -0.67 0.06
C 1.56 -0.21 1.26
C 0.29 0.44 0.92
C 0.24 0.38 -0.48
C 1.41 -0.18 -0.96
H 2.87 -1.34 -0.02
H 2.08 -0.24 2.20
H -0.38 1.01 1.55
H -0.48 0.75 -1.19
H 1.63 -0.23 -2.01
```

As for the expectation value of S²: 0.7623. The calculated total energy is -71639.73374 eV. As for the charge: +1. The calculation puts the LUMO energy (alpha / beta) at -3.7268 / -7.4133 eV. As for the HOMO energy (alpha / beta): -0.38811 / -0.38713 Eh. As for the multiplicity: 2.

Charges obtained by Mulliken population analysis, quoted in units of e: number 1, C, carries -0.715; number 2, S, carries 0.480; number 3, O, carries -0.594; number 4, C, carries -0.841; number 5, H, carries 0.381; number 6, H, carries 0.111; number 7, H, carries 0.293; number 8, H, carries 0.361; number 9, H, carries 0.209; number 10, H, carries 0.329; number 11, C, carries -0.668; number 12, S, carries 0.443; number 13, O, carries -0.617; number 14, C, carries -0.661; number 15, H, carries 0.006; number 16, H, carries 0.436; number 17, H, carries 0.296; number 18, H, carries 0.414; number 19, H, carries 0.156; number 20, H, carries 0.240; number 21, C, carries -1.043; number 22, S, carries 0.536; number 23, O, carries -0.655; number 24, C, carries -0.967; number 25, H, carries 0.438; number 26, H, carries 0.397; number 27, H, carries 0.293; number 28, H, carries 0.350; number 29, H, carries 0.384; number 30, H, carries 0.312; number 31, C, carries -0.762; number 32, S, carries 0.432; number 33, O, carries -0.587; number 34, C, carries -0.939; number 35, H, carries 0.358; number 36, H, carries 0.090; number 37, H, carries 0.415; number 38, H, carries 0.358; number 39, H, carries 0.348; number 40, H, carries 0.299; number 41, N, carries 0.051; number 42, C, carries -0.497; number 43, C, carries -0.641; number 44, C, carries -0.131; number 45, C, carries -0.919; number 46, H, carries 0.210; number 47, H, carries 0.413; number 48, H, carries 0.458; number 49, H, carries 0.434; number 50, H, carries 0.655; number 51, N, carries 0.104; number 52, C, carries -0.978; number 53, C, carries 0.414; number 54, C, carries -0.783; number 55, C, carries -0.022; number 56, H, carries 0.276; number 57, H, carries 0.435; number 58, H, carries 0.524; number 59, H, carries 0.592; number 60, H, carries 0.291

(2)
C16H34NO2P2PdSi as an isolated structure, computed with the ωB97M-V functional and the def2-TZVPD basis.

Structure (XYZ):
```
57
C16H34NO2P2PdSi (the ωB97M-V functional and the def2-TZVPD basis)
C 0.89 -1.34 -4.41
C 0.93 -1.14 -3.02
N -0.20 -1.04 -2.32
C -1.40 -1.07 -2.93
C -1.50 -1.25 -4.31
C -0.34 -1.39 -5.06
C 2.25 -1.12 -2.30
P 2.06 -0.66 -0.53
Pd -0.11 -0.82 0.02
P -2.23 -0.24 -0.44
C -2.64 -0.92 -2.10
O 2.38 4.41 -3.83
O -1.27 2.89 -2.37
H 1.85 -1.44 -4.93
H -2.49 -1.28 -4.75
H -0.39 -1.53 -6.14
C 3.12 -1.83 0.34
C 2.79 0.98 -0.33
H -3.38 -0.27 -2.59
H -3.11 -1.89 -1.90
H 2.93 -0.44 -2.74
H 2.73 -2.10 -2.32
C -3.30 -1.09 0.71
C -2.68 1.51 -0.47
H 0.37 3.93 -1.51
H -1.95 3.50 -2.66
H 3.30 4.22 -3.92
H 1.86 3.83 -4.36
H 0.20 -3.01 1.59
H -0.51 3.49 -1.72
H 4.15 -1.48 0.32
H 2.76 -1.91 1.38
H 3.03 -2.81 -0.14
H 3.88 0.91 -0.43
H 2.36 1.68 -1.06
H 2.53 1.33 0.68
H -3.71 1.64 -0.85
H -2.49 1.97 0.50
H -2.06 1.99 -1.24
H -4.33 -0.70 0.68
H -3.28 -2.15 0.43
H -2.87 -0.97 1.71
C 1.52 -0.75 5.30
Si -0.02 -0.23 4.35
C -1.53 -0.80 5.32
C -0.04 1.64 4.23
C -0.02 -1.03 2.69
C 0.07 -1.96 1.80
H 1.35 -0.70 6.38
H 2.38 -0.12 5.05
H 1.78 -1.79 5.04
H -1.30 -0.86 6.39
H -2.37 -0.11 5.19
H -1.84 -1.79 4.97
H 0.87 2.02 3.73
H -0.91 2.00 3.66
H -0.07 2.09 5.24
```

As for the expectation value of S²: 6.0259. The calculated total energy is -52651.69684 eV. As for the charge: +1. The calculation puts the LUMO energy (alpha / beta) at -2.2227 / -5.0737 eV. As for the energy relative to the best compared isomer or geometry (same formula, charge and spin): 0.0 kJ/mol. As for the HOMO energy (alpha / beta): -0.28230 / -0.43453 Eh. As for the multiplicity: 5.

Charges obtained by Mulliken population analysis, quoted in units of e: number 1, C, carries -0.726; number 2, C, carries 0.565; number 3, N, carries -0.009; number 4, C, carries 0.519; number 5, C, carries -0.763; number 6, C, carries -0.436; number 7, C, carries -1.566; number 8, P, carries 1.259; number 9, Pd, carries -0.321; number 10, P, carries 1.236; number 11, C, carries -1.273; number 12, O, carries -0.610; number 13, O, carries -0.647; number 14, H, carries 0.474; number 15, H, carries 0.477; number 16, H, carries 0.426; number 17, C, carries -1.335; number 18, C, carries -1.220; number 19, H, carries 0.476; number 20, H, carries 0.462; number 21, H, carries 0.577; number 22, H, carries 0.455; number 23, C, carries -1.139; number 24, C, carries -1.033; number 25, H, carries 0.259; number 26, H, carries 0.315; number 27, H, carries 0.307; number 28, H, carries 0.308; number 29, H, carries 0.377; number 30, H, carries -0.006; number 31, H, carries 0.418; number 32, H, carries 0.337; number 33, H, carries 0.422; number 34, H, carries 0.455; number 35, H, carries 0.327; number 36, H, carries 0.301; number 37, H, carries 0.459; number 38, H, carries 0.354; number 39, H, carries 0.207; number 40, H, carries 0.395; number 41, H, carries 0.395; number 42, H, carries 0.217; number 43, C, carries -1.034; number 44, Si, carries 0.077; number 45, C, carries -1.044; number 46, C, carries -0.973; number 47, C, carries 0.420; number 48, C, carries -0.974; number 49, H, carries 0.331; number 50, H, carries 0.282; number 51, H, carries 0.332; number 52, H, carries 0.358; number 53, H, carries 0.279; number 54, H, carries 0.330; number 55, H, carries 0.303; number 56, H, carries 0.277; number 57, H, carries 0.337

Q: Which strongest force on any atom values were calculated for the entries above? A: 4.4 2.2, in eV/A.